Here is a molecular structure, C31H57BaN4O2P2 in a non-equilibrium geometry from OMol25. Energies are from ωB97M-V/def2-TZVPD.

Calculated values
- net charge = +1
- spin multiplicity = 1
- gap between HOMO and LUMO (alpha / beta) (eV) = 5.69 / 5.68
- energy relative to the best compared isomer or geometry (same formula, charge and spin) (kcal/mol) = 72.4

Atoms and positions in Å:
C 1.291324 0.729939 -2.695985
C 1.540901 1.878762 -0.634271
C 2.250343 1.504800 -3.319635
C 2.478137 2.745081 -1.243525
C 2.871992 2.539327 -2.570482
H 2.433900 1.375424 -4.376110
H 2.998834 3.449053 -0.621397
H 3.647003 3.160663 -3.031514
N 0.969275 0.878838 -1.393320
P -0.067400 -1.777423 -2.843019
P 0.994559 1.637591 2.420676
C 0.551528 -0.250507 -3.636900
H -0.269111 0.249427 -4.193624
H 1.254710 -0.549605 -4.433675
C 1.067167 2.402580 0.676462
H 1.739559 3.289599 0.982368
C 0.785799 3.240541 3.450850
C 2.138955 0.341518 3.404306
C -1.964505 -1.900145 -3.278468
C 1.053312 -3.109109 -3.693481
C -0.658617 3.123675 3.981558
H -0.825215 2.193950 4.566191
H -0.904803 4.002411 4.617727
H -1.352244 3.105808 3.124011
C 1.816145 3.443718 4.583234
H 1.826762 2.665471 5.359837
H 2.829150 3.525258 4.166572
H 1.604549 4.408631 5.085063
C 0.873383 4.563818 2.623058
H 0.358591 5.389315 3.162874
H 1.908218 4.908057 2.442716
H 0.392496 4.415869 1.640949
C 1.545311 0.145958 4.816463
H 0.492315 -0.177891 4.771456
H 2.109945 -0.629046 5.367541
H 1.552609 1.043318 5.448656
C 2.097819 -1.020791 2.663905
H 1.080020 -1.467446 2.682392
H 2.484511 -0.928189 1.629858
H 2.736566 -1.753196 3.190144
C 3.584215 0.848180 3.441994
H 3.703973 1.753046 4.055355
H 4.247527 0.064718 3.867894
H 3.944503 1.088291 2.423271
C 0.704047 -4.500643 -3.132313
H 1.394790 -5.246910 -3.566114
H 0.794673 -4.533277 -2.033247
H -0.315586 -4.820238 -3.390512
C 2.513387 -2.785735 -3.325147
H 2.864566 -1.850826 -3.792030
H 2.661754 -2.707487 -2.232545
H 3.155499 -3.596907 -3.714115
C 0.903908 -3.109708 -5.221948
H 1.618760 -3.839287 -5.636164
H -0.101384 -3.387807 -5.555302
H 1.150318 -2.139256 -5.665410
C -2.510048 -0.509005 -3.633005
H -2.148929 -0.161517 -4.612702
H -3.611380 -0.558132 -3.690988
H -2.248912 0.236442 -2.868136
C -2.679954 -2.430325 -2.014545
H -2.661156 -1.710468 -1.177149
H -3.745293 -2.584752 -2.252143
H -2.277561 -3.390630 -1.658508
C -2.248782 -2.858095 -4.440388
H -1.834021 -2.494676 -5.388706
H -1.878622 -3.875601 -4.256598
H -3.341790 -2.935242 -4.576906
Ba -0.055935 -1.192792 0.324102
C 2.066409 -3.737867 1.460986
O 2.284904 -4.789331 0.993251
N -1.125961 1.067039 0.935694
C -0.821610 2.245785 0.684155
C -1.713336 3.405677 0.021571
C -1.159142 4.829348 0.032546
C -1.875114 2.959562 -1.438079
C -3.009511 3.363305 0.842131
H -1.163243 5.230609 1.079036
H -0.156872 4.897704 -0.426530
H -1.856344 5.482372 -0.550449
H -2.223082 1.915472 -1.486813
H -2.574897 3.592500 -2.005486
H -0.887727 2.985868 -1.934038
H -3.839904 3.869909 0.291498
H -3.263546 2.323197 1.092882
H -2.859680 3.887703 1.819102
C -3.784714 -2.882159 2.687201
N -2.881999 -4.024143 2.761153
C -1.721401 -4.092655 2.105736
N -0.956610 -5.194037 2.301571
O -1.283017 -3.154410 1.357788
H -3.338054 -2.074267 2.096322
H -4.006870 -2.523992 3.693071
H -4.740958 -3.178449 2.249060
H -3.137664 -4.827700 3.331682
H -0.055292 -5.249230 1.839596
H -1.231124 -5.894221 2.993908

Atoms 1-3, force components in eV/Å:
-0.1 0.2 -0.3
-0.2 0.6 -1.4
0.3 1.3 0.8